# 1
73
Properties=species:S:1:pos:R:3 method="wB97M-V/def2-TZVPD" e_tot_ev=-70014.3384 spin_multiplicity=8 e_above_lowest_ev=3.667 gap_ev="4.3889 / 4.4407" total_charge=-1
C -1.5190 0.0950 0.1133
C -0.9740 1.1549 -0.6526
C -1.2210 0.8745 -2.0121
H -0.4620 2.0203 -0.2671
C -1.9077 -0.3542 -2.0836
C -2.0962 -0.8435 -0.7749
H -2.5925 -1.7588 -0.4993
H -1.5028 0.0206 1.1867
H -0.9147 1.4743 -2.8497
H -2.1872 -0.8612 -2.9936
C 2.5209 -0.9529 -0.5699
C 1.8166 -0.6370 0.6035
C 0.9290 -1.7036 0.8833
H 1.9116 0.2718 1.1743
C 1.0860 -2.6857 -0.1215
C 2.0691 -2.2107 -1.0223
H 2.3914 -2.6986 -1.9272
H 3.2385 -0.3267 -1.0696
H 0.2549 -1.7618 1.7202
H 0.5671 -3.6283 -0.1755
Eu 0.2162 -0.7901 -1.1354
O 0.6063 -1.5741 -5.0428
C 0.5784 -0.4232 -5.8809
C -0.0279 -1.6834 -6.3215
H -0.0531 0.3909 -5.5383
H 1.5349 -0.1306 -6.3022
H -1.1114 -1.7534 -6.2690
H -1.1511 -2.6255 -8.5677
C -0.1184 -2.9356 -8.4642
C 0.6075 -2.5494 -7.3406
C 1.9282 -2.9701 -7.2102
H 2.4818 -2.6956 -6.3227
C 2.5129 -3.7540 -8.1920
H 3.5380 -4.0806 -8.0769
C 1.7876 -4.1265 -9.3158
H 2.2457 -4.7402 -10.0800
C 0.4687 -3.7162 -9.4484
H -0.1065 -4.0099 -10.3166
N 0.1685 0.5313 1.8449
P -0.4618 1.4437 3.0495
C -0.2768 3.2304 2.6527
C 0.5743 3.6379 1.6171
C 0.7616 4.9965 1.3551
C 0.1072 5.9558 2.1322
C -0.7297 5.5558 3.1761
C -0.9167 4.1980 3.4396
C -1.9892 0.5579 3.7273
C -2.7990 1.1810 4.6927
C -3.8925 0.5089 5.2589
C -4.1892 -0.7996 4.8802
C -3.3851 -1.4488 3.9512
C -2.2914 -0.7856 3.3903
C 0.7382 1.0112 4.3967
C 1.4614 1.9954 5.0879
C 2.3343 1.6311 6.1213
C 2.4917 0.2855 6.4710
C 1.7782 -0.6987 5.7867
C 0.9060 -0.3391 4.7563
H 1.1120 2.9094 1.0265
H 1.4233 5.3043 0.5570
H 0.2577 7.0077 1.9337
H -1.2274 6.2963 3.7883
H -1.5515 3.9137 4.2609
H -2.5888 2.1797 5.0276
H -4.5066 1.0001 6.0019
H -5.0304 -1.3224 5.3223
H -3.5970 -2.4745 3.6720
H -1.6847 -1.3598 2.7139
H 1.3489 3.0406 4.8402
H 2.8869 2.3906 6.6569
H 3.1642 0.0062 7.2723
H 1.8977 -1.7416 6.0576
H 0.3599 -1.1193 4.2437



# 2
79
Properties=species:S:1:pos:R:3 method="wB97M-V/def2-TZVPD" e_tot_ev=-67796.2739 gap_ev=8.6051
C 1.7610 -2.5794 1.1696
O 2.7024 -1.6637 0.6584
C 2.3391 -1.2137 -0.6315
C 2.8629 0.1893 -0.8841
C 2.6837 1.1784 0.2845
C 1.3581 1.0677 1.0626
C 0.3750 2.2219 0.8262
C -0.5152 1.9471 -0.3861
C -1.4036 0.7194 -0.1877
O -2.8027 1.1260 -0.3203
S -3.7765 -0.1345 -0.4758
O -4.0364 -0.4014 -1.8619
O -5.0682 0.8204 0.1285
F -6.1676 0.6528 -0.7273
H 2.1241 -2.9549 2.1227
H 0.7922 -2.0893 1.3337
H 1.6116 -3.4268 0.4901
H 1.2439 -1.2300 -0.7241
H 2.7236 -1.9048 -1.3931
H 2.3580 0.5710 -1.7773
H 3.9244 0.1482 -1.1385
H 3.5167 1.0674 0.9781
H 2.7653 2.1852 -0.1364
H 0.8643 0.1390 0.7747
H 1.5624 0.9603 2.1285
H 0.9240 3.1512 0.6557
H -0.2463 2.3850 1.7116
H 0.1289 1.7853 -1.2540
H -1.1524 2.8019 -0.6185
H -1.2721 0.2981 0.8116
H -1.1845 -0.0582 -0.9226
C -4.4377 -1.9967 4.7194
C -3.6619 -1.8965 3.5696
C -2.4752 -2.6031 3.4676
C -2.0538 -3.4095 4.5208
C -2.8389 -3.5141 5.6700
C -4.0317 -2.8089 5.7626
C -2.4149 -4.3627 6.8216
O -3.1081 -4.4754 7.8087
C -1.1024 -5.0641 6.7144
C -0.6661 -5.8355 7.7844
C 0.5485 -6.4957 7.7105
C 1.3328 -6.3906 6.5671
C 0.9032 -5.6232 5.4982
C -0.3140 -4.9563 5.5680
C -0.7498 -4.1293 4.4074
O -0.0631 -4.0320 3.4141
H -5.3623 -1.4402 4.7980
H -3.9716 -1.2449 2.7625
H -1.8541 -2.5349 2.5842
H -4.6231 -2.9041 6.6629
H -1.2911 -5.9057 8.6640
H 0.8874 -7.0947 8.5456
H 2.2810 -6.9090 6.5117
H 1.4980 -5.5283 4.6001
C -2.5840 4.1258 -5.1277
C -2.2235 3.2304 -4.1264
C -0.8968 2.8715 -3.9641
C 0.0767 3.4007 -4.8028
C -0.2879 4.2901 -5.8146
C -1.6202 4.6538 -5.9697
C 0.7283 4.8548 -6.7497
O 0.4169 5.6380 -7.6199
C 2.1433 4.4095 -6.5801
C 3.1066 4.8878 -7.4598
C 4.4266 4.4952 -7.3190
C 4.7925 3.6261 -6.2970
C 3.8374 3.1470 -5.4171
C 2.5099 3.5338 -5.5570
C 1.4995 2.9998 -4.6002
O 1.8228 2.2650 -3.6897
H -3.6214 4.4071 -5.2529
H -2.9795 2.8097 -3.4756
H -0.5971 2.1766 -3.1937
H -1.8815 5.3467 -6.7578
H 2.8025 5.5658 -8.2454
H 5.1751 4.8669 -8.0065
H 5.8257 3.3233 -6.1882
H 4.1010 2.4707 -4.6154



# 3
79
Properties=species:S:1:pos:R:3 method="wB97M-V/def2-TZVPD" e_tot_ev=-69733.7650 e_above_lowest_ev=0.000 gap_ev=6.1353 total_charge=+2
W 0.0093 1.7561 -0.0939
O -1.5112 0.5716 0.1964
C -2.6143 0.8268 0.9133
C -3.8678 0.4952 0.4192
C -4.9765 0.6908 1.2268
C -4.8539 1.1840 2.5290
C -3.6062 1.4821 3.0267
C -2.4713 1.3259 2.2160
C -1.1628 1.5460 2.7418
N -0.0682 1.6300 2.0536
C 1.1858 1.8284 2.8023
C 2.3200 1.2952 1.9573
N 2.1241 1.7013 0.5593
C 3.1621 1.8067 -0.1825
C 3.1808 2.0305 -1.6053
C 4.4094 2.1970 -2.2547
C 4.4603 2.3774 -3.6220
C 3.2801 2.3808 -4.3614
C 2.0506 2.2106 -3.7437
C 2.0128 2.0396 -2.3718
O 0.8086 1.8970 -1.7667
H -3.9550 0.0897 -0.5803
H -5.9586 0.4491 0.8413
H -5.7338 1.3222 3.1406
H -3.4909 1.8502 4.0389
H -1.0769 1.6486 3.8228
H 1.1352 1.2876 3.7473
H 1.3105 2.8919 3.0025
H 2.3222 0.2038 1.9766
H 3.2820 1.6511 2.3256
H 4.1353 1.7031 0.2963
H 5.3211 2.1899 -1.6698
H 5.4108 2.5149 -4.1173
H 3.3183 2.5208 -5.4332
H 1.1269 2.2146 -4.3064
N -3.0997 4.2379 -0.9156
C -1.8894 3.8366 -1.4378
O -1.4275 2.7313 -0.7657
C -1.1827 4.3880 -2.4199
I 0.6932 4.3463 0.5688
H -3.7507 3.4901 -0.7235
H -3.5276 5.0105 -1.4025
H -1.6083 5.1790 -3.0185
H -0.1718 4.0725 -2.6186
O 0.7517 -0.1748 -0.2021
P 0.3243 -1.6511 0.0258
C -0.7010 -2.2124 -1.3197
C -1.0391 -1.3584 -2.3662
C -1.8056 -1.8338 -3.4197
C -2.2281 -3.1554 -3.4303
C -1.8829 -4.0120 -2.3919
C -1.1181 -3.5446 -1.3375
C -0.5208 -1.9006 1.5847
C -1.8895 -2.1572 1.6344
C -2.5257 -2.2934 2.8593
C -1.8000 -2.1705 4.0360
C -0.4314 -1.9251 3.9938
C 0.2091 -1.7977 2.7719
C 1.8440 -2.5834 0.0691
C 2.9241 -2.1453 -0.6996
C 4.0861 -2.8974 -0.7408
C 4.1704 -4.0862 -0.0267
C 3.0952 -4.5272 0.7322
C 1.9297 -3.7785 0.7832
H -0.7003 -0.3304 -2.3704
H -2.0675 -1.1741 -4.2359
H -2.8233 -3.5236 -4.2550
H -2.2063 -5.0437 -2.4079
H -0.8439 -4.2194 -0.5345
H -2.4570 -2.2543 0.7177
H -3.5865 -2.5033 2.8941
H -2.2959 -2.2878 4.9907
H 0.1377 -1.8643 4.9122
H 1.2835 -1.6557 2.7426
H 2.8490 -1.2272 -1.2697
H 4.9243 -2.5640 -1.3379
H 5.0785 -4.6728 -0.0637
H 3.1643 -5.4532 1.2863
H 1.0969 -4.1237 1.3838